No. 1
DFT (ωB97M-V/def2-TZVPD) results for a structure of composition C27H30Cl3N2PtS2SbSi2.

Geometry as XYZ:
```
68
Properties=species:S:1:pos:R:3:forces:R:3
Pt 0.352335 -0.202125 0.528293 0.175 0.468 0.365
S 0.172477 1.061753 -1.526243 0.011 0.156 -0.031
Sb 2.361653 1.454291 -0.848312 -0.142 -0.426 -0.537
C 2.310583 2.890198 0.664595 0.102 0.067 0.287
C 3.349694 3.804943 0.786869 -0.005 -0.018 0.066
C 3.289488 4.780839 1.773091 0.007 -0.024 -0.017
C 2.196514 4.838861 2.624996 -0.011 -0.004 -0.005
C 1.154362 3.931036 2.491580 0.003 -0.007 0.023
C 1.207798 2.955296 1.509811 0.055 0.069 -0.045
C 3.588282 -0.252408 -0.955637 0.076 -0.173 0.030
C 3.438086 -0.962678 -2.145090 0.080 -0.083 0.041
C 4.121554 -2.156692 -2.329126 -0.007 0.026 -0.027
C 4.960174 -2.637624 -1.333642 -0.002 0.026 0.026
C 5.122686 -1.917959 -0.158549 0.009 -0.002 -0.017
C 4.440429 -0.723821 0.034305 -0.004 0.050 0.049
C 3.333811 2.548093 -2.396172 -0.212 0.287 -0.078
C 2.763680 3.762643 -2.783812 0.015 -0.062 -0.019
C 3.323045 4.505762 -3.811444 0.012 0.009 0.006
C 4.459907 4.043086 -4.461218 -0.009 0.000 0.008
C 5.036670 2.843328 -4.076545 0.011 -0.016 0.023
C 4.477023 2.095031 -3.046816 0.009 0.074 0.077
H 4.202831 3.765351 0.120044 0.000 -0.001 -0.014
H 4.096969 5.493939 1.874765 0.006 -0.003 0.000
H 2.154482 5.597226 3.395806 -0.003 0.002 0.003
H 0.303290 3.975570 3.158121 -0.004 -0.002 -0.003
H 0.376722 2.262845 1.407683 0.012 -0.013 -0.014
H 2.790478 -0.594385 -2.932957 -0.009 0.018 0.008
H 3.993860 -2.710768 -3.250315 -0.005 -0.001 0.001
H 5.485557 -3.573496 -1.471594 0.000 -0.003 -0.009
H 5.774283 -2.288575 0.621959 0.002 -0.001 -0.002
H 4.564530 -0.187156 0.964234 -0.030 0.004 -0.014
H 1.873999 4.133946 -2.286350 -0.014 -0.024 0.010
H 2.873238 5.444822 -4.107075 -0.007 -0.002 0.005
H 4.896841 4.620408 -5.265672 0.000 0.002 0.000
H 5.927590 2.485407 -4.576366 0.000 -0.008 0.003
H 4.948541 1.168037 -2.750376 -0.008 -0.054 -0.004
C 1.351620 -3.610977 0.113582 0.179 -0.239 -0.047
Si 0.105518 -2.322111 -0.349783 0.399 0.158 0.252
C -1.594032 -2.855660 0.184215 -0.224 -0.174 0.040
C 0.063427 -2.213280 -2.209406 -0.093 -0.102 -0.221
H 1.303870 -4.419622 -0.623399 0.008 0.016 -0.004
H 1.163197 -4.032077 1.098844 0.014 0.000 -0.041
H 2.363776 -3.202758 0.107576 0.026 -0.043 -0.004
H -1.754630 -3.842922 -0.265557 -0.070 0.010 0.026
H -2.369063 -2.183955 -0.186379 -0.003 -0.018 0.006
H -1.703267 -2.957904 1.263232 0.027 -0.007 0.027
H 0.103353 -3.236738 -2.598930 -0.032 0.028 -0.037
H 0.895654 -1.652334 -2.619717 0.047 -0.015 -0.052
H -0.859478 -1.745380 -2.555846 0.020 0.030 -0.008
N -7.016299 1.481751 1.038832 -0.193 0.035 0.148
C -6.357058 0.704982 1.912532 0.928 0.113 -0.493
S -7.091915 -0.034406 3.166324 -0.243 -0.134 0.235
C -4.862364 0.553123 1.628811 -0.814 0.098 0.157
C -4.094835 -0.246149 2.457938 0.324 -0.062 -0.007
C -2.738205 -0.382074 2.197092 -0.195 -0.010 0.075
N -2.129724 0.223551 1.180356 -0.099 0.167 -0.064
C -2.866998 0.994327 0.385677 -0.076 -0.004 0.031
C -4.229007 1.188034 0.567140 0.245 -0.052 -0.071
H -7.991703 1.655826 1.215124 0.006 -0.006 -0.026
H -6.553402 2.033671 0.341267 0.027 -0.032 -0.015
H -4.550696 -0.753923 3.295508 -0.003 0.006 -0.012
H -2.115458 -0.997263 2.832135 0.022 0.006 0.009
H -2.340921 1.474647 -0.433474 -0.017 0.002 0.001
H -4.738625 1.821617 -0.144602 -0.028 0.014 0.010
Cl 2.121406 -2.614263 3.102432 -0.030 0.129 0.051
Si 1.358238 -0.755228 2.530981 -0.243 -0.249 -0.047
Cl 0.146388 -0.251592 4.182857 -0.052 -0.032 -0.025
Cl 3.010066 0.480117 2.982118 0.030 0.037 -0.092
```
Forces are in eV/Å.

Computed properties:
**Lowest unoccupied orbital energy**: -0.57 eV
**2S+1**: 1
**E_HOMO**: -7.9 eV


No. 2
DFT (ωB97M-V/def2-TZVPD) results for a structure of composition C34H52GeN5O3PSn.

Geometry as XYZ:
```
97
Properties=species:S:1:pos:R:3:forces:R:3
Sn -0.108446 0.112076 0.071333 -0.821 0.402 0.725
C 2.191014 -4.113219 -1.260465 0.017 0.488 0.099
C 1.260822 -3.417955 -0.269747 -0.425 -1.204 0.107
C -0.191357 -3.807575 -0.571228 0.338 0.281 0.066
C 1.622692 -3.795886 1.163410 0.063 0.328 -0.253
O 1.344863 -1.999837 -0.444693 0.458 1.232 -0.156
Ge 2.882864 -0.968616 -0.564542 -1.564 0.443 0.084
O 2.060764 0.253258 -1.635157 0.279 -0.403 1.146
C 2.253911 0.515978 -3.027020 -0.051 0.576 -1.252
C 1.513096 1.831977 -3.306817 0.077 -0.408 0.257
C 3.739322 0.700831 -3.326207 -0.178 -0.196 0.412
C 1.651962 -0.606872 -3.864966 0.105 -0.004 0.439
O 2.335151 -0.056132 0.942843 -0.769 -0.657 -0.934
C 3.174644 0.644723 1.869784 0.462 0.680 1.092
C 2.365604 0.819759 3.160167 0.006 -0.116 -0.405
C 3.565111 2.004998 1.302691 -0.173 -0.338 -0.193
C 4.410166 -0.199518 2.177910 -0.353 -0.116 -0.425
H 2.095358 -5.194343 -1.189126 0.046 -0.022 0.011
H 3.227872 -3.840038 -1.035325 0.078 -0.132 -0.036
H 1.963634 -3.802806 -2.280489 -0.032 -0.051 -0.031
H -0.319509 -4.879105 -0.434734 -0.061 -0.019 0.015
H -0.442685 -3.545480 -1.599112 -0.081 -0.015 -0.004
H -0.861773 -3.271451 0.107677 -0.066 -0.124 -0.018
H 1.537959 -4.870581 1.309446 0.016 -0.019 0.039
H 0.961667 -3.286186 1.867458 0.000 -0.030 0.047
H 2.650771 -3.494297 1.376157 0.039 -0.060 0.107
H 1.869259 2.605185 -2.625563 0.000 0.077 -0.036
H 0.443179 1.678592 -3.161238 0.045 0.097 -0.115
H 1.698027 2.145400 -4.331839 -0.045 0.040 -0.017
H 4.146559 1.536520 -2.757192 0.021 0.028 -0.010
H 3.896415 0.887570 -4.386049 0.027 -0.030 -0.019
H 4.280406 -0.210316 -3.048664 0.114 -0.020 -0.106
H 0.616081 -0.775181 -3.559604 -0.024 -0.022 -0.076
H 2.215523 -1.530432 -3.713383 -0.021 -0.079 -0.083
H 1.677066 -0.352714 -4.922382 0.007 -0.030 -0.024
H 1.480567 1.420336 2.951458 0.105 0.021 0.123
H 2.977332 1.321862 3.905983 -0.035 0.029 0.055
H 2.062936 -0.155190 3.543483 -0.015 -0.020 0.063
H 2.667706 2.550095 1.002920 0.018 0.082 0.014
H 4.198454 1.877109 0.422571 0.044 0.100 -0.014
H 4.106727 2.589718 2.043240 0.043 0.019 -0.022
H 4.117394 -1.168644 2.583506 0.027 -0.018 0.049
H 5.052417 0.303563 2.897013 0.055 0.018 -0.033
H 4.979859 -0.363581 1.256113 0.168 0.019 0.063
C -5.054137 -0.703164 2.911527 0.092 0.073 -0.002
C -4.486594 -1.918049 2.541529 0.026 -0.057 0.050
C -3.759378 -2.013275 1.368124 0.029 0.031 -0.059
C -3.604683 -0.894126 0.543446 0.090 0.000 0.060
C -4.154191 0.327038 0.929006 0.063 -0.104 -0.113
C -4.880483 0.414471 2.107746 -0.056 0.045 0.117
P -2.631893 -1.082144 -0.971334 -0.047 0.367 0.283
C -3.591709 -2.156460 -2.046841 0.397 -0.155 -0.040
C -4.773997 -2.781077 -1.636526 0.075 0.192 0.029
C -5.437247 -3.627155 -2.507941 0.017 -0.063 -0.069
C -4.923383 -3.868481 -3.776547 0.021 0.034 0.094
C -3.746901 -3.250013 -4.188748 -0.021 -0.079 -0.050
C -3.074485 -2.406916 -3.326663 0.030 0.085 0.160
C -2.583665 0.577113 -1.708565 -0.276 -0.629 -0.289
C -3.570083 1.009062 -2.611608 0.110 0.193 0.188
C -3.496954 2.302680 -3.099804 -0.241 0.042 -0.221
C -2.482837 3.169757 -2.715750 0.207 -0.095 0.346
C -1.497916 2.750955 -1.809313 -0.103 0.474 -0.095
C -1.605941 1.456471 -1.401372 1.046 -0.843 0.532
H -5.637770 -0.629180 3.818879 -0.048 -0.024 0.009
H -4.632110 -2.796896 3.156106 -0.023 -0.010 0.014
H -3.338794 -2.968126 1.070350 -0.005 -0.037 0.019
H -4.047764 1.197951 0.295941 -0.027 0.042 0.006
H -5.337344 1.355224 2.383075 -0.020 0.026 0.018
H -5.183553 -2.590614 -0.654882 -0.040 -0.026 -0.018
H -6.354381 -4.104998 -2.192999 -0.018 -0.002 -0.013
H -5.435919 -4.548799 -4.442281 -0.025 0.019 -0.035
H -3.352277 -3.444541 -5.176025 0.006 0.019 -0.024
H -2.151621 -1.929666 -3.637997 0.015 -0.020 -0.054
H -4.376165 0.337250 -2.880452 -0.021 0.051 -0.045
H -4.253908 2.645205 -3.792888 0.021 0.010 -0.037
H -2.416573 4.170158 -3.122374 -0.065 0.002 -0.038
H -0.697675 3.418818 -1.522947 0.065 -0.034 -0.077
C -0.929901 -2.348416 4.331575 -0.008 -0.128 -0.077
N -1.292880 -0.934583 4.337347 0.048 0.068 -0.137
C -1.924249 -0.414311 5.548688 -0.026 0.147 0.205
C -1.060632 -0.182176 3.258798 -0.061 -0.023 0.020
N -0.741794 -0.685434 2.092199 0.719 -0.007 -1.101
N -1.179073 1.178636 3.444692 -0.073 0.065 0.305
C -0.816358 2.215282 2.620818 -0.025 0.176 -0.082
N -0.869631 3.423500 3.199294 -0.031 -0.015 0.042
N -0.450328 2.030043 1.387200 0.430 -0.533 -0.266
H -0.840282 -2.686700 5.359639 -0.013 0.012 -0.002
H 0.041846 -2.488029 3.857657 0.004 -0.010 0.010
H -1.683762 -2.959800 3.829804 -0.005 0.010 -0.019
H -2.356348 -1.247360 6.094721 -0.020 -0.011 -0.025
H -2.744091 0.265812 5.313446 -0.007 -0.036 -0.043
H -1.203330 0.072666 6.211092 0.010 0.008 -0.039
H -0.727930 -1.697785 2.107515 -0.069 0.010 -0.030
H -1.380682 1.447455 4.395361 0.009 -0.001 -0.025
H -1.179208 3.566672 4.146586 -0.021 -0.028 0.000
H -0.615265 4.253264 2.689609 -0.011 -0.020 -0.049
H -0.188152 2.905894 0.947765 -0.073 -0.041 -0.080
```
Forces are in eV/Å.

Computed properties:
**Lowest unoccupied orbital energy (spin up / spin down)**: -10.32 / -11.16 eV
**2S+1**: 2
**Charge**: +3
**E_HOMO (spin up / spin down)**: -16.0 / -16.0 eV


No. 3
DFT (ωB97M-V/def2-TZVPD) results for the ion C20H31ClN3O4S with charge +1.

Geometry as XYZ:
```
60
Properties=species:S:1:pos:R:3:forces:R:3
O -2.234504 -0.949262 -1.071155 0.105 0.116 -0.248
C -1.793467 -1.909234 -0.423844 -0.038 -0.166 0.281
N -2.610115 -2.667287 0.327676 0.053 -0.192 0.007
C -4.051752 -2.546425 0.261539 -0.309 0.124 0.119
C -4.660659 -1.652445 1.354007 0.151 0.070 -0.309
C -4.079709 -0.238982 1.439583 -0.119 -0.429 0.498
N -4.004190 0.469513 0.145583 0.310 -0.286 -0.295
C -5.308005 0.693165 -0.509305 -0.444 0.262 -0.590
C -5.069807 1.350075 -1.875222 -0.155 -0.187 0.132
O -4.390857 2.567926 -1.731679 -0.079 0.151 -0.034
C -3.137005 2.378262 -1.127366 0.137 -0.040 0.253
C -3.298466 1.765854 0.267872 0.308 0.686 -0.321
C -0.355624 -2.224010 -0.422419 0.585 -0.004 -0.152
C 0.155152 -3.511539 -0.240235 -0.121 0.284 -0.031
C 1.514871 -3.737418 -0.312537 0.228 0.123 -0.008
C 2.388786 -2.678546 -0.559286 -0.371 -0.012 0.031
Cl 4.061981 -2.957320 -0.684670 0.359 -0.518 0.006
C 1.888971 -1.393445 -0.724143 0.387 0.486 -0.144
S 2.948652 0.029851 -1.127115 -0.240 -0.656 0.417
O 3.579708 -0.247158 -2.376016 0.297 -0.041 -0.031
O 2.067693 1.159112 -1.024380 0.048 -0.009 0.254
N 4.068592 -0.013948 0.068861 -0.774 0.228 -0.882
C 3.651202 0.388067 1.389271 -0.473 0.263 0.472
C 3.391765 1.891048 1.583117 0.025 0.032 -0.126
C 4.243182 2.800302 0.694578 0.020 -0.037 0.237
C 5.724623 2.423735 0.615561 -0.078 0.099 -0.298
C 6.015503 1.441499 -0.518622 -0.004 -0.172 0.313
C 5.476077 0.035389 -0.267140 0.567 0.106 -0.628
C 0.530766 -1.176179 -0.672345 -0.321 -0.035 0.070
H -2.219668 -3.415642 0.877571 0.075 0.067 -0.046
H -4.485788 -3.543256 0.356771 0.029 0.072 -0.086
H -4.303399 -2.165596 -0.732797 0.000 -0.123 0.079
H -5.737877 -1.615979 1.190516 -0.048 -0.026 0.060
H -4.500678 -2.117970 2.327682 -0.059 0.045 0.031
H -3.061297 -0.291620 1.832855 -0.041 0.111 -0.080
H -4.683018 0.351073 2.134644 0.118 0.075 -0.091
H -3.370541 -0.144595 -0.498133 -0.365 0.263 0.402
H -5.830725 -0.252843 -0.641744 0.066 -0.030 0.072
H -5.910307 1.355274 0.118937 0.075 -0.096 0.050
H -6.022530 1.579469 -2.353908 0.051 -0.156 0.059
H -4.497124 0.663911 -2.517755 -0.070 0.035 0.007
H -2.673381 3.362429 -1.056432 0.058 -0.139 0.066
H -2.503390 1.723440 -1.743137 -0.020 0.078 0.024
H -2.317348 1.605699 0.715361 -0.058 -0.119 0.043
H -3.886634 2.433188 0.903346 0.010 -0.134 0.019
H -0.504404 -4.353407 -0.089175 -0.049 -0.106 0.017
H 1.912330 -4.732760 -0.195479 0.058 -0.086 0.000
H 4.428263 0.049818 2.079316 -0.073 -0.086 -0.108
H 2.736187 -0.170555 1.618569 0.095 0.009 0.232
H 3.571450 2.126119 2.634350 -0.045 -0.003 0.034
H 2.345722 2.105602 1.360878 -0.022 0.001 0.134
H 4.146240 3.816628 1.081543 -0.045 0.009 -0.072
H 3.821345 2.793690 -0.311905 0.013 0.131 0.004
H 6.304954 3.329101 0.428389 0.042 -0.031 0.090
H 6.062908 2.010801 1.568068 0.118 0.028 0.112
H 7.094069 1.361166 -0.668118 0.013 -0.021 -0.089
H 5.575172 1.822439 -1.442437 0.060 0.030 -0.066
H 6.023988 -0.445750 0.549547 -0.114 -0.028 -0.035
H 5.600299 -0.559126 -1.173755 0.178 -0.053 0.155
H 0.171818 -0.171359 -0.833764 -0.106 0.037 -0.009
```
Forces are in eV/Å.

Computed properties:
**Lowest unoccupied orbital energy**: -2.83 eV
**2S+1**: 1
**Charge**: +1
**Structure (SMILES)**: O=C(NCCC[NH+]1CCOCC1)c1ccc(Cl)c(S(=O)(=O)N2CCCCCC2)c1
**E_HOMO**: -11.5 eV


No. 4
DFT (ωB97M-V/def2-TZVPD) results for the ion C12H6FN6O8S2 with charge -1.

Geometry as XYZ:
```
35
Properties=species:S:1:pos:R:3:forces:R:3
F -2.142701 -3.335390 -0.281548 0.246 0.190 -0.665
C -1.546244 -2.126503 -0.498154 0.440 -0.305 1.922
S 0.284868 -2.348801 -0.237140 0.710 0.076 -1.179
O 0.638563 -3.696737 -0.626772 -0.147 1.135 0.616
O 0.882537 -1.167041 -0.825281 -0.089 -1.017 0.584
C 0.478112 -2.081007 1.511613 -0.202 -0.183 0.435
C -0.588611 -1.484789 2.150929 0.074 -0.464 -0.511
C -0.483453 -1.078302 3.476878 -0.129 0.008 0.095
C 0.699158 -1.320939 4.178593 -0.254 0.014 -0.189
C 1.771352 -1.947082 3.540840 -0.073 -0.135 -0.435
C 1.667288 -2.316149 2.198256 0.007 -0.097 -0.151
S -2.025047 -1.174548 1.110844 -0.023 1.597 0.571
O -1.886175 0.240326 0.809877 -0.467 -1.053 0.468
O -3.181970 -1.718221 1.783462 0.929 0.190 -0.717
H -1.322276 -0.568617 3.940121 0.088 -0.123 0.028
H 0.777059 -1.026500 5.228177 -0.028 -0.065 -0.395
H 2.695498 -2.155393 4.076725 -0.214 0.098 -0.094
H 2.485463 -2.782263 1.657578 0.009 0.038 0.215
O 0.878850 2.565305 -3.768520 -1.574 -0.569 0.994
N -0.176602 2.483351 -3.119880 -0.451 0.402 0.426
O -0.861121 3.485936 -2.804392 0.970 -1.003 -0.454
C -0.733928 1.202565 -2.669966 -0.079 0.426 0.032
C -1.976828 1.143551 -2.010700 0.765 -0.061 -0.613
C -2.554903 -0.075917 -1.738792 -1.149 -0.743 0.240
N -3.868604 -0.175310 -1.188803 0.220 1.263 0.286
O -4.560228 0.842679 -1.015136 0.572 -1.033 -0.334
O -4.233704 -1.313537 -0.847932 -0.050 0.404 -0.162
C -1.917158 -1.455870 -1.851418 -0.331 1.252 -1.748
N -0.876655 -1.223464 -2.872574 0.901 0.168 0.352
N -0.137745 -2.239993 -3.424176 0.724 0.084 0.805
N 0.978459 -1.714879 -3.830078 -1.645 -0.199 -0.091
N 1.000462 -0.391522 -3.659431 -1.475 0.732 0.724
C -0.173363 -0.061942 -3.041901 1.655 -0.641 -1.111
H -2.491952 2.056427 -1.716686 0.032 -0.293 -0.261
H -2.628634 -2.146937 -2.309979 0.038 -0.094 0.316
```
Forces are in eV/Å.

Computed properties:
**Lowest unoccupied orbital energy**: 2.16 eV
**2S+1**: 1
**Charge**: -1
**E_HOMO**: -4.9 eV


No. 5
DFT (ωB97M-V/def2-TZVPD) results for the molecule C3H2ClFS2.

Geometry as XYZ:
```
9
Properties=species:S:1:pos:R:3:forces:R:3
F 0.868119 -0.832627 1.949859 -0.327 -0.370 -0.912
C 0.675214 -0.654362 0.602957 2.559 -0.524 -0.108
Cl 0.542737 -2.309646 -0.299579 -0.386 1.443 1.019
C -0.491637 0.260192 0.358823 -0.535 0.108 -0.982
S -1.571350 0.751643 1.467054 0.690 -0.428 -0.310
C -0.633803 0.817864 -1.041019 -0.541 0.841 0.405
S 0.612001 1.004128 -2.082281 -1.242 -0.186 0.678
H 1.695723 -0.309158 0.173724 -2.063 -0.123 0.615
H -1.697004 1.271965 -1.129538 1.844 -0.761 -0.406
```
Forces are in eV/Å.

Computed properties:
**Lowest unoccupied orbital energy**: -2.33 eV
**2S+1**: 1
**Structure (SMILES)**: F[C@@H](Cl)C(=S)C=S
**E_HOMO**: -9.5 eV


So what do the calculations give for strongest force on any atom? Going down the list: 1.1; 1.6; 1.2; 2.2; 2.6 eV/Å.